Density functional theory data (the ωB97M-V functional and the def2-TZVPD basis) for C61H155ClCuN8O25 as an isolated structure at a distorted geometry.

Last column: Löwdin charge in e.
Element x y z (Å)
Cu (4.394, -1.153, 0.351)  0.6816
C (6.629, -3.778, 0.752)  -0.2831
O (6.221, -2.481, 0.426)  -0.3173
H (6.168, -4.118, 1.679)  0.0447
H (6.400, -4.517, -0.015)  0.0578
H (7.699, -3.800, 0.961)  0.0673
Cl (0.824, 0.389, -0.293)  0.6168
O (0.569, 0.886, -1.609)  -0.3414
O (0.285, -0.921, -0.093)  -0.3450
O (2.269, 0.254, -0.042)  -0.3775
O (0.264, 1.308, 0.617)  -0.3441
C (2.910, -6.515, -5.033)  -0.0979
O (1.658, -6.108, -5.573)  -0.1670
C (1.622, -4.915, -6.367)  -0.2354
C (0.219, -4.451, -6.412)  -0.1953
N (-0.382, -4.316, -5.056)  -0.0299
C (0.029, -3.079, -4.390)  -0.1725
C (-0.698, -3.014, -3.026)  -0.1668
O (-0.262, -4.129, -2.226)  -0.2169
C (-1.077, -4.410, -1.123)  -0.1054
H (3.742, -6.553, -5.735)  0.0795
H (2.858, -7.479, -4.527)  0.0905
H (3.318, -5.851, -4.271)  0.0651
H (2.003, -5.028, -7.382)  0.1251
H (2.245, -4.106, -5.988)  0.0972
H (-0.328, -5.254, -6.906)  0.1185
H (0.168, -3.541, -7.010)  0.1048
H (0.156, -5.020, -4.571)  0.0822
H (-0.273, -2.231, -5.004)  0.1015
H (1.115, -3.117, -4.312)  0.0871
H (-1.787, -3.042, -3.052)  0.1145
H (-0.342, -2.131, -2.494)  0.0995
H (-0.518, -4.988, -0.386)  0.0743
H (-1.997, -4.941, -1.367)  0.0939
H (-1.277, -3.445, -0.657)  0.0764
C (5.409, -2.580, 4.892)  -0.1225
O (5.319, -1.285, 4.356)  -0.2051
C (6.482, -0.934, 3.609)  -0.1902
C (6.262, 0.263, 2.685)  -0.1882
N (4.938, 0.318, 2.079)  -0.0150
C (4.830, 1.663, 1.405)  -0.1485
C (5.604, 1.711, 0.077)  -0.2164
O (5.269, 0.607, -0.701)  -0.2262
C (6.041, 0.678, -1.926)  -0.0419
H (6.091, -2.650, 5.739)  0.0899
H (5.619, -3.383, 4.186)  0.0794
H (4.407, -2.824, 5.247)  0.0892
H (6.824, -1.731, 2.949)  0.1072
H (7.301, -0.684, 4.284)  0.1260
H (7.034, 0.205, 1.918)  0.1267
H (6.429, 1.089, 3.377)  0.1173
H (4.333, 0.424, 2.881)  0.0578
H (5.157, 2.495, 2.029)  0.1147
H (3.788, 1.906, 1.199)  0.1043
H (6.671, 1.692, 0.299)  0.1200
H (5.380, 2.619, -0.484)  0.1237
H (5.603, 1.460, -2.546)  0.0832
H (5.923, -0.226, -2.523)  0.0831
H (7.114, 0.861, -1.865)  0.1014
C (-2.428, 2.420, -1.496)  -0.0676
O (-3.773, 2.053, -1.872)  -0.1932
C (-3.998, 0.634, -1.767)  -0.2084
C (-3.448, -0.162, -2.961)  -0.2047
N (-4.114, 0.439, -4.124)  -0.0495
C (-3.356, 0.015, -5.312)  -0.2011
C (-3.990, 0.584, -6.647)  -0.1675
O (-4.260, 2.000, -6.555)  -0.2067
C (-3.140, 2.890, -6.359)  -0.0782
H (-2.165, 1.915, -0.567)  0.0710
H (-2.485, 3.501, -1.366)  0.0635
H (-1.766, 2.190, -2.330)  0.0807
H (-5.041, 0.332, -1.674)  0.1284
H (-3.458, 0.194, -0.928)  0.0819
H (-3.727, -1.211, -2.864)  0.1105
H (-2.363, -0.065, -3.019)  0.1042
H (-4.150, 1.448, -4.140)  0.0883
H (-3.263, -1.071, -5.302)  0.1145
H (-2.378, 0.468, -5.148)  0.0855
H (-4.900, 0.037, -6.893)  0.1144
H (-3.407, 0.417, -7.553)  0.0949
H (-3.003, 2.943, -5.279)  0.0773
H (-3.328, 3.853, -6.832)  0.0894
H (-2.215, 2.494, -6.779)  0.0612
C (2.855, -2.848, 2.662)  -0.0684
O (2.938, -2.580, 1.293)  -0.2272
C (2.861, -3.762, 0.507)  -0.1780
C (2.733, -3.393, -0.956)  -0.1227
N (3.706, -2.310, -1.389)  -0.0291
C (3.311, -1.698, -2.658)  -0.1437
C (3.730, -2.628, -3.815)  -0.1980
O (5.059, -3.147, -3.727)  -0.2000
C (5.607, -3.675, -4.961)  -0.0596
H (3.724, -3.485, 2.829)  0.0864
H (1.899, -3.289, 2.944)  0.0964
H (2.971, -1.969, 3.297)  0.0773
H (2.105, -4.496, 0.786)  0.1290
H (3.859, -4.200, 0.546)  0.1124
H (1.763, -2.898, -1.003)  0.1013
H (2.754, -4.252, -1.627)  0.1340
H (4.388, -2.933, -1.798)  0.0875
H (3.760, -0.711, -2.772)  0.1085
H (2.254, -1.442, -2.583)  0.1173
H (3.625, -2.139, -4.783)  0.1142
H (3.030, -3.463, -3.847)  0.0829
H (4.969, -4.468, -5.351)  0.0671
H (6.641, -3.996, -4.835)  0.0890
H (5.779, -2.846, -5.648)  0.0869
C (-11.028, -1.024, 5.415)  -0.1055
O (-10.300, -1.748, 4.394)  -0.1940
C (-8.921, -1.951, 4.794)  -0.1988
C (-8.050, -2.579, 3.673)  -0.1967
N (-8.390, -1.861, 2.446)  -0.0783
C (-7.820, -2.473, 1.237)  -0.1839
C (-6.286, -2.461, 1.227)  -0.1966
O (-5.878, -2.910, -0.072)  -0.1740
C (-4.507, -3.031, -0.329)  -0.1128
H (-11.298, -1.637, 6.275)  0.0812
H (-11.986, -0.619, 5.088)  0.0799
H (-10.573, -0.105, 5.784)  0.0813
H (-8.929, -2.606, 5.665)  0.1126
H (-8.449, -1.028, 5.132)  0.1140
H (-8.305, -3.626, 3.510)  0.1126
H (-6.981, -2.488, 3.869)  0.1092
H (-9.393, -1.741, 2.414)  0.0958
H (-8.193, -1.888, 0.397)  0.1214
H (-8.176, -3.496, 1.112)  0.1140
H (-5.847, -3.112, 1.983)  0.1050
H (-5.871, -1.474, 1.434)  0.1026
H (-4.187, -3.450, -1.283)  0.0815
H (-4.050, -3.646, 0.447)  0.0645
H (-4.023, -2.054, -0.304)  0.0655
C (0.529, -1.548, 6.160)  -0.0910
O (0.908, -1.051, 4.895)  -0.1974
C (0.510, 0.270, 4.714)  -0.2290
C (1.415, 0.873, 3.604)  -0.1509
N (2.800, 0.845, 4.033)  -0.0556
C (3.230, 1.963, 4.886)  -0.1645
C (4.104, 1.339, 5.969)  -0.2021
O (3.472, 0.258, 6.650)  -0.2110
C (4.312, -0.516, 7.537)  -0.0675
H (0.861, -2.586, 6.184)  0.0915
H (-0.552, -1.517, 6.292)  0.0875
H (0.990, -0.997, 6.980)  0.0816
H (0.714, 0.886, 5.590)  0.1153
H (-0.558, 0.308, 4.499)  0.0958
H (1.115, 1.896, 3.379)  0.1130
H (1.321, 0.144, 2.799)  0.1053
H (2.941, 0.022, 4.600)  0.0770
H (2.417, 2.529, 5.340)  0.1155
H (3.825, 2.686, 4.328)  0.0958
H (4.493, 2.076, 6.672)  0.1267
H (4.936, 0.848, 5.464)  0.0978
H (5.252, -0.645, 7.001)  0.0740
H (3.874, -1.394, 8.011)  0.0920
H (4.544, 0.079, 8.420)  0.0795
C (-0.220, -7.595, 1.476)  -0.1020
O (-1.412, -6.808, 1.568)  -0.2079
C (-1.612, -6.136, 2.810)  -0.1973
C (-2.955, -5.281, 2.775)  -0.1755
N (-2.864, -3.979, 3.454)  -0.0370
C (-1.892, -3.079, 2.793)  -0.1901
C (-2.219, -1.583, 2.747)  -0.1895
O (-3.392, -1.356, 1.942)  -0.2048
C (-3.651, 0.053, 1.763)  -0.0907
H (0.067, -8.237, 2.309)  0.0837
H (0.597, -6.923, 1.213)  0.0706
H (-0.389, -8.303, 0.664)  0.0866
H (-0.753, -5.503, 3.036)  0.1007
H (-1.680, -6.862, 3.620)  0.1117
H (-3.655, -6.012, 3.177)  0.1110
H (-3.190, -5.174, 1.715)  0.0894
H (-3.758, -3.509, 3.432)  0.0855
H (-1.780, -3.308, 1.733)  0.1028
H (-0.889, -3.217, 3.198)  0.1017
H (-1.366, -1.000, 2.402)  0.1117
H (-2.425, -1.230, 3.758)  0.1127
H (-2.798, 0.615, 1.384)  0.0666
H (-3.962, 0.581, 2.664)  0.0841
H (-4.484, 0.203, 1.075)  0.0773
C (6.012, 4.569, -4.110)  -0.0771
O (5.142, 4.114, -3.042)  -0.2399
C (3.754, 3.877, -3.360)  -0.2139
C (2.852, 3.507, -2.197)  -0.1959
N (2.611, 4.706, -1.387)  -0.0333
C (1.581, 4.352, -0.425)  -0.2088
C (1.752, 5.145, 0.895)  -0.2093
O (2.997, 4.786, 1.473)  -0.2015
C (3.213, 5.225, 2.836)  -0.0770
H (7.047, 4.485, -3.780)  0.0848
H (5.690, 5.535, -4.500)  0.0851
H (5.868, 3.783, -4.851)  0.0758
H (3.748, 3.025, -4.039)  0.1057
H (3.372, 4.746, -3.897)  0.1211
H (3.271, 2.718, -1.572)  0.1071
H (1.951, 3.119, -2.673)  0.1199
H (3.474, 5.075, -1.013)  0.1082
H (1.762, 3.324, -0.114)  0.0835
H (0.574, 4.302, -0.841)  0.1023
H (0.883, 4.946, 1.521)  0.1089
H (1.698, 6.198, 0.617)  0.1116
H (3.423, 6.294, 2.880)  0.0854
H (4.160, 4.792, 3.161)  0.0695
H (2.375, 4.883, 3.442)  0.0796
C (-1.607, 8.353, -2.461)  -0.0488
C (-2.178, 7.436, -1.343)  -0.4673
C (-1.155, 6.304, -0.961)  -0.0497
O (-2.462, 8.226, -0.228)  -0.0569
H (-0.544, 8.540, -2.308)  0.0706
H (-2.100, 9.314, -2.604)  0.0734
H (-1.627, 7.853, -3.430)  0.0690
H (-3.122, 6.991, -1.656)  0.1160
H (-0.150, 6.677, -0.762)  0.0690
H (-1.063, 5.647, -1.826)  0.0697
H (-1.519, 5.642, -0.176)  0.0568
H (-2.808, 7.659, 0.465)  0.0323
C (-5.649, 6.846, 0.658)  -0.0483
C (-4.742, 5.857, 1.312)  -0.4763
C (-4.492, 4.644, 0.431)  -0.0476
O (-3.488, 6.423, 1.636)  -0.0695
H (-5.328, 7.191, -0.325)  0.0809
H (-5.748, 7.746, 1.265)  0.0874
H (-6.644, 6.407, 0.585)  0.0869
H (-5.160, 5.540, 2.268)  0.1384
H (-3.723, 3.954, 0.777)  0.0610
H (-4.247, 4.855, -0.610)  0.0726
H (-5.420, 4.092, 0.281)  0.0867
H (-3.144, 5.931, 2.386)  0.0558
C (-0.390, -0.518, -7.514)  -0.0529
C (0.893, 0.148, -7.069)  -0.4639
C (0.692, 1.179, -5.963)  -0.0371
O (1.874, -0.814, -6.603)  -0.0768
H (-1.024, -0.987, -6.762)  0.0626
H (-0.036, -1.320, -8.162)  0.0714
H (-0.978, 0.208, -8.075)  0.0784
H (1.420, 0.624, -7.897)  0.1332
H (1.671, 1.645, -5.849)  0.0738
H (0.493, 0.736, -4.987)  0.0763
H (-0.152, 1.847, -6.132)  0.0637
H (2.079, -1.411, -7.327)  0.0745
C (-1.759, 3.254, 3.012)  -0.0529
C (-2.689, 3.542, 4.149)  -0.4795
C (-2.229, 2.891, 5.445)  -0.0343
O (-2.866, 4.971, 4.197)  -0.0513
H (-1.768, 2.207, 2.709)  0.0716
H (-0.772, 3.604, 3.314)  0.0732
H (-1.849, 3.878, 2.124)  0.0686
H (-3.683, 3.151, 3.933)  0.1355
H (-2.792, 3.095, 6.356)  0.0865
H (-1.253, 3.350, 5.597)  0.0769
H (-2.091, 1.832, 5.222)  0.0685
H (-2.031, 5.344, 4.489)  0.0944

Computed properties:
Net charge = 0
Molecular weight = 1499.941 Da
Multiplicity = 2
Highest occupied orbital energy (alpha / beta) = -8.3 / -8.0 eV
Strongest force on any atom = 2.85 eV/Å